Entry 1:
# C5H12O

C5H12O in the gas phase (ωB97M-V/def2-TZVPD, the OMol25 dataset).

Properties
Frontier orbital gap, eV: 10.9
SMILES string: CCCOCC
F_max, eV/Å: 0.3
HOMO energy, eV: -9.70
Calculated total energy, eV: -7426.723
2S+1: 1

Last column: Mulliken charge in e.
Element x y z (Å)
C1 2.820 -0.378 0.572  -1.1972
C2 1.602 -0.675 -0.299  -0.2821
C3 0.382 0.140 0.106  -0.4423
O1 -0.586 0.017 -0.912  -0.3167
C4 -1.758 0.775 -0.692  -0.2890
C5 -2.810 0.013 0.104  -1.0379
H1 3.682 -0.983 0.272  0.3450
H2 2.620 -0.578 1.631  0.3160
H3 3.118 0.673 0.487  0.3298
H4 1.355 -1.742 -0.257  0.2609
H5 1.823 -0.446 -1.348  0.2713
H6 -0.004 -0.210 1.080  0.2359
H7 0.663 1.202 0.230  0.2950
H8 -2.152 1.020 -1.684  0.2796
H9 -1.511 1.725 -0.189  0.3213
H10 -3.722 0.613 0.208  0.3605
H11 -2.453 -0.250 1.106  0.2817
H12 -3.071 -0.914 -0.415  0.2681

---

Entry 2:
# C2H6O

C2H6O in the gas phase (ωB97M-V/def2-TZVPD, the OMol25 dataset).

Properties
Frontier orbital gap, eV: 11.3
SMILES string: CCO
F_max, eV/Å: 2.1
HOMO energy, eV: -10.23
Calculated total energy, eV: -4218.132
2S+1: 1

Last column: Mulliken charge in e.
Element x y z (Å)
C1 0.599 0.632 0.888  -1.0313
C2 0.341 -0.436 -0.190  -0.1510
O1 -0.944 -0.287 -0.771  -0.5201
H1 0.814 1.574 0.397  0.2907
H2 -0.347 0.592 1.455  0.2989
H3 1.240 0.346 1.728  0.3451
H4 0.436 -1.453 0.180  0.2684
H5 1.070 -0.372 -1.017  0.2045
H6 -1.277 0.592 -0.708  0.2948

---

Entry 3:
# C12H14FIN2Sn

A molecular structure, C12H14FIN2Sn (ωB97M-V/def2-TZVPD, the OMol25 dataset).

Properties
Frontier orbital gap (spin up / spin down), eV: 5.7 / 5.7
F_max, eV/Å: 3.4
HOMO energy (spin up / spin down), eV: -16.29 / -16.29
Total charge: +2
Calculated total energy, eV: -32282.611
2S+1: 1

Last column: Mulliken charge in e.
Element x y z (Å)
C1 2.783 -0.336 2.263  -0.9445
C2 0.901 -0.038 3.495  -1.0467
H1 3.013 -1.396 2.195  0.4200
H2 3.130 0.100 3.212  0.4004
H3 3.404 0.122 1.474  0.4063
H4 -0.169 -0.016 3.745  0.4144
H5 1.311 -0.900 4.025  0.4475
H6 1.289 0.920 3.838  0.4585
C3 2.090 -0.524 -1.620  0.1200
C4 2.137 -0.754 -2.987  -0.8105
C5 0.966 -0.614 -3.736  -0.4323
C6 -0.219 -0.245 -3.102  -0.7058
H7 2.964 -0.635 -0.962  0.3451
H8 3.086 -1.040 -3.445  0.4152
H9 0.960 -0.790 -4.806  0.4713
H10 -1.166 -0.126 -3.633  0.3665
N1 0.933 -0.160 -1.026  -0.1175
C7 -0.230 -0.017 -1.727  0.7145
C8 -1.438 0.331 -0.953  0.7376
N2 -1.298 0.429 0.399  -0.1236
C9 -2.336 0.716 1.214  0.1513
C10 -3.782 0.843 -0.693  -0.4252
C11 -3.600 0.933 0.688  -0.7901
H11 -2.117 0.763 2.290  0.2929
H12 -4.420 1.171 1.369  0.4163
C12 -2.697 0.539 -1.516  -0.7415
H13 -2.776 0.459 -2.601  0.3878
H14 -4.755 1.008 -1.142  0.4707
Sn1 0.743 0.022 1.191  1.3127
I1 0.222 -2.701 1.483  -0.0343
F1 1.073 1.935 1.068  -0.5770

---

Entry 4:
# C25H33N4RuS4

A molecular structure, C25H33N4RuS4 (ωB97M-V/def2-TZVPD, the OMol25 dataset).

Properties
Frontier orbital gap (spin up / spin down), eV: 4.9 / 6.2
F_max, eV/Å: 1.1
Expectation value of S²: 8.797
HOMO energy (spin up / spin down), eV: -5.19 / -6.79
Calculated total energy, eV: -78340.854
2S+1: 6

Last column: Mulliken charge in e.
Element x y z (Å)
Ru1 0.135 0.474 -0.358  -0.9320
C1 -0.485 -1.528 -2.964  -1.4840
N1 -0.095 -1.759 -1.572  1.4643
C2 1.167 -2.507 -1.532  -1.2912
C3 -1.140 -2.426 -0.828  -0.0810
C4 -1.684 -3.618 -1.284  -0.3213
C5 -2.729 -4.236 -0.620  -0.9138
C6 -3.264 -3.623 0.504  -0.8617
C7 -2.718 -2.448 0.983  -0.4089
C8 -1.608 -1.843 0.365  -0.7536
N2 -1.040 -0.667 0.836  1.7217
C9 -1.067 -0.332 2.184  -0.8771
C10 -1.092 -1.298 3.209  -0.6537
C11 -1.191 -0.944 4.539  -0.6750
C12 -1.258 0.394 4.903  -0.9553
C13 -1.135 1.360 3.921  -0.3719
C14 -1.002 1.021 2.581  0.3607
N3 -0.708 2.040 1.590  1.0692
C15 0.577 2.686 1.912  -0.9731
C16 -1.758 3.048 1.494  -1.0560
H1 -0.509 -2.458 -3.545  0.4002
H2 0.244 -0.855 -3.421  0.2316
H3 -1.467 -1.060 -2.995  0.4592
H4 1.106 -3.426 -2.132  0.3387
H5 1.408 -2.776 -0.507  0.3951
H6 1.971 -1.883 -1.929  0.2519
H7 -1.284 -4.073 -2.182  0.3368
H8 -3.131 -5.172 -0.986  0.4108
H9 -4.112 -4.061 1.015  0.4050
H10 -3.162 -1.969 1.844  0.5578
H11 -1.006 -2.339 2.934  0.5649
H12 -1.200 -1.718 5.295  0.4084
H13 -1.362 0.682 5.941  0.3997
H14 -1.110 2.403 4.214  0.3306
H15 0.508 3.320 2.807  0.3872
H16 0.895 3.305 1.071  0.1993
H17 1.332 1.927 2.091  0.3165
H18 -1.922 3.573 2.443  0.3902
H19 -2.692 2.583 1.183  0.2938
H20 -1.473 3.787 0.743  0.1522
S1 1.833 -0.522 1.073  -0.1500
S2 3.714 -0.525 0.568  -0.1009
S3 3.838 1.002 -1.295  -0.2650
S4 1.926 1.445 -1.565  -0.1427
C17 -1.756 4.460 -4.219  -0.8819
N4 -0.625 3.865 -3.475  0.1691
C18 -0.617 4.379 -2.079  -0.8320
C19 -0.619 2.336 -3.586  -1.4619
C20 -1.745 1.699 -2.829  1.3234
C21 -2.971 1.660 -3.504  -0.6061
C22 -4.118 1.196 -2.894  -1.1027
C23 -4.028 0.789 -1.573  -1.1350
C24 -2.803 0.795 -0.923  0.7819
C25 -1.583 1.188 -1.516  0.3533
H21 -1.685 5.545 -4.191  0.3256
H22 -2.686 4.142 -3.756  0.4554
H23 -1.738 4.125 -5.254  0.3425
H24 0.243 4.173 -3.914  0.3272
H25 -1.486 3.988 -1.557  0.3804
H26 -0.634 5.467 -2.095  0.3658
H27 0.278 4.022 -1.577  0.2749
H28 0.334 1.984 -3.207  -0.1135
H29 -0.685 2.132 -4.655  0.5257
H30 -3.018 1.998 -4.535  0.5039
H31 -5.059 1.171 -3.427  0.3846
H32 -4.908 0.424 -1.056  0.4654
H33 -2.800 0.445 0.099  0.5762

---

Entry 5:
# C5H7NS2

2 unconnected molecules or ions with the total composition C5H7NS2 (ωB97M-V/def2-TZVPD, the OMol25 dataset).

Properties
Frontier orbital gap (spin up / spin down), eV: 7.4 / 8.3
F_max, eV/Å: 3.1
Expectation value of S²: 2.033
HOMO energy (spin up / spin down), eV: -6.81 / -8.98
Calculated total energy, eV: -28455.092
2S+1: 3

Last column: Mulliken charge in e.
Element x y z (Å)
C1 0.433 0.845 1.573  -0.4776
C2 1.193 -0.262 1.288  -0.1867
C3 -1.207 -1.695 -0.869  0.1936
C4 0.223 1.754 0.399  -0.5201
C5 1.453 -0.469 -0.078  -0.5565
N1 -1.465 -0.773 -1.756  -0.2716
S1 -1.927 -3.073 -0.407  -0.3060
S2 1.034 0.916 -1.008  -0.2932
H1 -0.161 1.041 2.382  0.4764
H2 1.390 -1.002 2.111  0.3335
H3 -0.861 1.902 0.393  0.3125
H4 0.692 2.649 0.566  0.4429
H5 2.243 -1.116 -0.304  0.5280
H6 -0.819 0.128 -1.773  0.1109
H7 -2.222 -0.845 -2.517  0.2140

---

Entry 6:
# C23H30BaCl2NO6Si

A molecular structure, C23H30BaCl2NO6Si (ωB97M-V/def2-TZVPD, the OMol25 dataset).

Properties
Frontier orbital gap, eV: 8.6
F_max, eV/Å: 0.9
HOMO energy, eV: -6.31
Total charge: -1
Calculated total energy, eV: -71737.625
2S+1: 1

Last column: Mulliken charge in e.
Element x y z (Å)
Ba1 -0.391 1.690 -1.051  1.7261
O1 -0.185 2.546 1.747  -0.4371
C1 -0.086 3.968 1.906  -0.5850
C2 -0.813 4.788 0.846  -0.7807
N1 -0.400 4.534 -0.524  0.4659
C3 0.993 4.896 -0.791  -0.7017
C4 2.067 3.941 -0.206  0.2952
O2 3.073 4.465 0.257  -0.7545
O3 1.810 2.684 -0.270  -0.7146
C5 -1.317 5.075 -1.533  -0.4437
C6 -1.397 4.193 -2.804  0.3907
O4 -1.041 4.670 -3.874  -0.7212
O5 -1.847 3.007 -2.593  -0.8826
H1 0.679 2.272 1.390  0.2064
H2 -0.539 4.206 2.871  0.4390
H3 0.965 4.258 1.966  0.3586
H4 -1.885 4.586 0.917  0.3472
H5 -0.658 5.846 1.127  0.2714
H6 1.135 4.909 -1.876  0.4686
H7 1.222 5.906 -0.425  0.2555
H8 -2.323 5.097 -1.106  0.3784
H9 -1.043 6.096 -1.822  0.2526
Cl1 -5.158 3.623 -0.464  -0.1962
C7 -4.350 2.097 -0.864  0.0776
Cl2 -3.437 1.457 0.524  -0.0563
H10 -3.650 2.300 -1.670  -0.0702
H11 -5.109 1.372 -1.127  0.3766
C8 -0.041 -2.987 -2.754  -1.7548
C9 1.080 -2.833 -1.717  2.2265
C10 1.697 -4.214 -1.472  -1.7692
C11 2.136 -1.874 -2.274  -1.7034
Si1 0.273 -2.066 -0.158  -0.7647
O6 -0.548 -0.751 -0.501  -0.3645
C12 1.556 -1.652 1.180  0.6308
C13 1.134 -0.711 2.130  -0.7152
C14 1.976 -0.259 3.135  -0.5908
C15 3.275 -0.744 3.220  -0.4659
C16 3.716 -1.679 2.297  -0.7253
C17 2.865 -2.124 1.291  0.1468
C18 -0.871 -3.399 0.570  0.1240
C19 -2.236 -3.359 0.274  -0.2400
C20 -3.110 -4.318 0.769  -0.5860
C21 -2.634 -5.340 1.580  -0.3914
C22 -1.283 -5.393 1.896  -0.7025
C23 -0.416 -4.430 1.395  -0.0619
H12 0.363 -3.378 -3.697  0.4953
H13 -0.522 -2.029 -2.957  0.2270
H14 -0.810 -3.682 -2.405  0.3592
H15 2.091 -4.624 -2.411  0.5227
H16 0.951 -4.914 -1.091  0.3910
H17 2.522 -4.183 -0.758  0.2227
H18 2.543 -2.254 -3.220  0.5131
H19 2.969 -1.727 -1.583  0.2959
H20 1.697 -0.892 -2.477  0.2054
H21 0.127 -0.312 2.063  0.4800
H22 1.624 0.482 3.842  0.4187
H23 3.943 -0.386 3.994  0.3566
H24 4.731 -2.054 2.349  0.4075
H25 3.245 -2.843 0.576  0.0485
H26 -2.608 -2.548 -0.343  0.3496
H27 -4.166 -4.268 0.530  0.3766
H28 -3.313 -6.087 1.972  0.3570
H29 -0.907 -6.181 2.539  0.3852
H30 0.636 -4.474 1.662  0.3297

---

Entry 7:
# C33H42HgIN6O2P2S

A molecular structure, C33H42HgIN6O2P2S (ωB97M-V/def2-TZVPD, the OMol25 dataset).

Properties
Frontier orbital gap (spin up / spin down), eV: 2.9 / 5.8
F_max, eV/Å: 3.4
Expectation value of S²: 0.768
HOMO energy (spin up / spin down), eV: -4.32 / -7.27
Calculated total energy, eV: -89625.887
2S+1: 2

Last column: Mulliken charge in e.
Element x y z (Å)
Hg1 0.074 -0.026 -0.278  3.2169
C1 4.532 -0.541 -1.608  -2.2478
C2 3.051 -0.286 -1.523  0.5517
N1 2.432 -0.222 -0.362  0.2934
N2 3.099 -0.491 0.775  -0.7644
C3 2.528 -0.425 1.987  0.4103
N3 3.312 -0.760 3.053  -0.4768
S1 0.978 0.160 2.239  -0.4477
C4 2.246 -0.160 -2.701  0.7336
C5 2.782 -0.373 -3.989  -1.0118
C6 1.975 -0.287 -5.096  -0.7939
C7 0.622 0.006 -4.920  -0.9985
C8 0.165 0.191 -3.630  -0.2669
N4 0.923 0.132 -2.545  0.4566
H1 5.058 -0.044 -0.790  0.5731
H2 4.942 -0.150 -2.533  0.5446
H3 4.738 -1.612 -1.561  0.3336
H4 4.024 -0.917 0.721  0.2908
H5 4.043 -1.445 2.924  0.1996
H6 2.828 -0.801 3.935  0.2811
H7 3.820 -0.637 -4.115  0.3774
H8 2.381 -0.454 -6.082  0.4341
H9 -0.050 0.073 -5.761  0.4956
H10 -0.882 0.408 -3.465  0.1453
C9 -4.068 0.303 -0.506  -1.7140
P1 -2.571 0.093 0.543  1.0775
C10 -2.642 1.711 1.394  -0.0760
N5 -3.688 1.922 2.166  -0.1487
C11 -3.830 3.135 2.740  -0.1061
C12 -4.941 3.409 3.554  -0.4477
C13 -5.107 4.672 4.067  -0.5592
C14 -4.176 5.685 3.812  -0.6091
C15 -3.061 5.436 3.049  -0.3516
C16 -2.871 4.160 2.496  -0.1023
N6 -1.800 3.918 1.713  -0.1612
C17 -1.688 2.723 1.165  -0.4178
P2 -0.252 2.600 0.053  0.8702
C18 1.009 3.464 1.047  -1.8783
C19 -0.667 3.814 -1.332  1.7320
C20 -1.865 3.222 -2.074  -1.6414
C21 0.567 3.836 -2.237  -1.8613
C22 -0.995 5.224 -0.853  -1.7787
C23 -3.135 -1.202 1.794  1.8713
C24 -1.983 -1.365 2.782  -1.7656
C25 -4.418 -0.863 2.544  -1.9254
C26 -3.328 -2.510 1.022  -1.8134
H11 -4.881 0.705 0.099  0.5349
H12 -4.351 -0.656 -0.935  0.3790
H13 -3.834 1.000 -1.310  0.2413
H14 -5.651 2.621 3.753  0.4564
H15 -5.974 4.890 4.673  0.3755
H16 -4.340 6.672 4.220  0.3745
H17 -2.326 6.198 2.845  0.4296
H18 0.590 4.397 1.419  0.4606
H19 1.905 3.636 0.452  0.3614
H20 1.259 2.816 1.886  0.4530
H21 -1.700 2.159 -2.269  0.0477
H22 -2.022 3.730 -3.027  0.5997
H23 -2.767 3.330 -1.470  0.3765
H24 0.840 2.823 -2.537  0.2844
H25 1.414 4.282 -1.719  0.3494
H26 0.372 4.427 -3.131  0.4959
H27 -1.838 5.224 -0.166  0.3703
H28 -1.254 5.840 -1.713  0.4803
H29 -0.145 5.681 -0.354  0.3539
H30 -1.748 -0.421 3.276  0.2609
H31 -1.089 -1.709 2.261  0.1167
H32 -2.244 -2.102 3.541  0.6048
H33 -4.292 0.024 3.154  0.3608
H34 -4.671 -1.700 3.193  0.5296
H35 -5.255 -0.704 1.870  0.3269
H36 -2.500 -2.675 0.334  0.1473
H37 -4.261 -2.510 0.460  0.3414
H38 -3.362 -3.343 1.724  0.5312
I1 -5.320 -3.895 -5.333  0.0408
C27 -3.645 -3.537 -4.078  -0.3696
C28 -3.517 -2.304 -3.465  -0.7549
C29 -2.431 -2.081 -2.641  1.0246
C30 -1.464 -3.058 -2.444  0.1554
C31 -1.616 -4.289 -3.065  -0.6844
C32 -2.711 -4.536 -3.878  -0.4425
C33 -0.255 -2.702 -1.594  -0.1450
O1 0.855 -3.104 -1.906  -0.7358
O2 -0.531 -1.968 -0.582  -0.7181
H39 -4.253 -1.531 -3.632  0.4863
H40 -2.315 -1.138 -2.123  0.0957
H41 -0.879 -5.060 -2.903  0.4711
H42 -2.831 -5.496 -4.356  0.4092

---

Entry 8:
# C5H3NO

C5H3NO in the gas phase (ωB97M-V/def2-TZVPD, the OMol25 dataset).

Properties
Frontier orbital gap (spin up / spin down), eV: 7.5 / 7.6
F_max, eV/Å: 4.8
HOMO energy (spin up / spin down), eV: -8.80 / -8.80
Calculated total energy, eV: -8764.493
2S+1: 1

Last column: Mulliken charge in e.
Element x y z (Å)
C1 0.174 0.069 -1.191  -0.6190
C2 0.627 1.105 1.006  -0.3149
C3 -1.060 -0.431 -0.607  0.0097
C4 0.905 0.631 -0.201  0.0191
C5 0.187 -0.339 1.152  0.8944
N1 -1.179 -0.520 0.633  -0.6139
O1 1.001 -1.169 0.998  -0.3696
H1 0.398 -0.432 -2.138  0.3120
H2 0.823 1.923 1.694  0.3778
H3 -1.875 -0.836 -1.344  0.3044

---

- Look up the calculated total energy of the fourth one.
  -78340.854 eV

---

What did the second record say?
# C2H6O

C2H6O in the gas phase (ωB97M-V/def2-TZVPD, the OMol25 dataset).

Properties
Frontier orbital gap, eV: 11.3
SMILES string: CCO
F_max, eV/Å: 2.1
HOMO energy, eV: -10.23
Calculated total energy, eV: -4218.132
2S+1: 1

Last column: Mulliken charge in e.
Element x y z (Å)
C1 0.599 0.632 0.888  -1.0313
C2 0.341 -0.436 -0.190  -0.1510
O1 -0.944 -0.287 -0.771  -0.5201
H1 0.814 1.574 0.397  0.2907
H2 -0.347 0.592 1.455  0.2989
H3 1.240 0.346 1.728  0.3451
H4 0.436 -1.453 0.180  0.2684
H5 1.070 -0.372 -1.017  0.2045
H6 -1.277 0.592 -0.708  0.2948

---

- Number 4 is which compound?
  C25H33N4RuS4

---

Copy entry 8 word for word.
# C5H3NO

C5H3NO in the gas phase (ωB97M-V/def2-TZVPD, the OMol25 dataset).

Properties
Frontier orbital gap (spin up / spin down), eV: 7.5 / 7.6
F_max, eV/Å: 4.8
HOMO energy (spin up / spin down), eV: -8.80 / -8.80
Calculated total energy, eV: -8764.493
2S+1: 1

Last column: Mulliken charge in e.
Element x y z (Å)
C1 0.174 0.069 -1.191  -0.6190
C2 0.627 1.105 1.006  -0.3149
C3 -1.060 -0.431 -0.607  0.0097
C4 0.905 0.631 -0.201  0.0191
C5 0.187 -0.339 1.152  0.8944
N1 -1.179 -0.520 0.633  -0.6139
O1 1.001 -1.169 0.998  -0.3696
H1 0.398 -0.432 -2.138  0.3120
H2 0.823 1.923 1.694  0.3778
H3 -1.875 -0.836 -1.344  0.3044